No. 1
{"formula": "C28H89N7O13", "method": "ωB97M-V with the def2-TZVPD basis set", "elements": ["O", "O", "O", "O", "O", "O", "O", "O", "O", "O", "O", "O", "O", "N", "N", "N", "N", "N", "N", "N", "C", "C", "C", "C", "C", "C", "C", "C", "C", "C", "C", "C", "C", "C", "C", "C", "C", "C", "C", "C", "C", "C", "C", "C", "C", "C", "C", "C", "H", "H", "H", "H", "H", "H", "H", "H", "H", "H", "H", "H", "H", "H", "H", "H", "H", "H", "H", "H", "H", "H", "H", "H", "H", "H", "H", "H", "H", "H", "H", "H", "H", "H", "H", "H", "H", "H", "H", "H", "H", "H", "H", "H", "H", "H", "H", "H", "H", "H", "H", "H", "H", "H", "H", "H", "H", "H", "H", "H", "H", "H", "H", "H", "H", "H", "H", "H", "H", "H", "H", "H", "H", "H", "H", "H", "H", "H", "H", "H", "H", "H", "H", "H", "H", "H", "H", "H", "H"], "positions_angstrom": [[6.780, -2.144, 2.573], [2.752, 2.047, -3.095], [-3.738, 1.090, 3.368], [-2.914, -0.336, 1.091], [1.220, -1.402, 4.717], [-3.381, 1.178, -2.885], [1.442, 3.008, 4.232], [1.258, -0.286, 0.202], [2.555, -4.185, -2.037], [-0.831, 4.366, 4.686], [-3.271, 3.977, 3.309], [-0.675, -3.646, -6.579], [1.330, 4.392, -0.744], [1.338, -4.831, -4.706], [-0.436, -1.565, 2.405], [1.457, 2.335, 1.473], [-7.378, 1.168, 2.311], [4.147, 1.789, -0.701], [-6.254, 0.027, -3.388], [5.243, 1.236, 2.131], [0.203, 0.634, 0.040], [-5.146, 1.022, 3.626], [0.475, -2.615, 4.423], [0.515, -3.706, -4.401], [2.411, -1.734, 5.372], [5.783, 0.306, -1.666], [-1.800, -3.411, 3.433], [0.231, 1.564, 1.254], [-0.842, -3.761, -5.155], [6.507, -0.969, 1.895], [1.334, -2.441, -4.698], [-5.892, 1.051, 2.242], [-6.812, 1.974, -4.669], [-1.831, -3.074, -7.237], [-2.454, 1.873, -2.086], [-2.989, 0.790, 4.491], [-0.846, -2.257, 3.665], [4.767, 1.440, -1.989], [-0.918, 2.545, 1.379], [-5.611, 1.100, -4.035], [3.979, -0.844, 2.411], [-5.432, 2.052, 1.204], [7.650, -3.056, 1.861], [1.651, 1.685, -3.909], [3.847, 1.147, -3.124], [5.383, -0.157, 2.599], [-4.643, 1.882, -3.099], [1.541, -1.083, -0.904], [-5.122, 2.011, -2.129], [1.047, -3.255, 3.750], [-3.286, 1.345, 5.381], [7.099, -3.454, 1.009], [-2.549, 2.952, -2.201], [3.401, -3.746, -1.946], [2.137, 1.732, 1.032], [-7.479, 1.423, -5.332], [-2.383, 4.237, 3.553], [1.059, 2.588, -4.053], [5.367, 2.325, -2.201], [3.985, -1.889, 2.721], [2.952, -0.849, 5.707], [7.417, -0.374, 1.971], [7.874, -3.861, 2.561], [2.349, -1.714, -0.533], [0.323, -3.803, -3.332], [-7.905, 1.302, 1.459], [3.531, 1.049, -0.397], [-5.484, 1.881, 4.206], [-2.259, -2.252, -6.663], [-3.220, 0.231, 1.799], [5.340, -0.625, -1.311], [-0.054, 3.813, 4.617], [-1.482, 1.402, -2.235], [-5.790, 1.764, 0.215], [-5.874, 3.014, 1.462], [-3.323, 3.050, 3.542], [3.176, -0.324, 2.934], [1.396, 3.127, 0.849], [2.393, -2.436, -4.441], [3.057, -2.190, 4.623], [1.320, -2.299, -5.779], [-4.550, 2.917, -3.427], [2.243, -2.525, 6.103], [-5.486, 0.103, 4.103], [3.540, 0.103, -3.062], [-0.791, 0.193, -0.037], [-3.021, -0.274, 4.722], [0.778, -1.849, -1.044], [-5.612, -0.430, -2.756], [0.444, -1.097, 2.568], [-4.365, 2.263, 1.145], [-1.491, -2.937, -4.858], [6.493, 0.637, -0.908], [-7.393, 2.598, -3.990], [-1.398, -1.520, 4.249], [-1.491, -4.620, -4.979], [2.386, -4.188, -2.979], [0.058, 0.941, 2.131], [0.400, 1.275, -0.819], [5.680, -0.015, 3.638], [-2.674, -3.343, 2.785], [-1.948, 1.071, 4.333], [-0.177, -2.235, 1.695], [1.860, -0.582, -1.818], [1.366, 2.807, 3.299], [6.200, -1.143, 0.863], [0.863, -1.543, -4.298], [8.543, -2.506, 1.565], [-2.645, -3.788, -7.356], [-6.401, -0.760, -4.003], [4.890, 1.240, 1.184], [-1.279, 4.053, 5.472], [-1.249, -4.276, 3.063], [1.224, -4.867, -5.709], [-4.983, 0.682, -4.823], [1.830, 5.208, -0.702], [-2.669, 1.641, -1.043], [4.627, 1.829, 2.669], [3.528, 2.527, -1.007], [-1.911, 2.096, 1.350], [0.941, -5.734, -4.486], [0.227, -3.309, 5.227], [0.422, 4.673, -0.860], [-0.925, 3.300, 0.592], [1.020, 0.923, -3.451], [-1.605, -2.502, -8.137], [1.937, 1.293, -4.885], [-5.668, 0.057, 1.853], [-0.864, 3.027, 2.355], [-6.294, 2.735, -5.251], [-7.798, 0.301, 2.615], [-2.183, -3.752, 4.395], [-2.151, -0.784, 1.456], [6.404, -0.009, -2.504], [3.682, -0.878, 1.363], [2.293, 3.437, 4.317], [4.423, 1.190, -4.048]], "forces_ev_per_angstrom": [[-0.12, -1.65, 0.44], [0.25, -0.29, -0.27], [-1.31, 0.14, -0.25], [-0.40, -0.13, -0.85], [-1.91, -1.15, 0.21], [-1.48, 0.50, -1.52], [-0.07, 0.05, 1.18], [-0.10, 0.64, 0.23], [-0.06, 0.11, 0.57], [-0.86, 0.51, 0.05], [-0.65, 0.27, -0.22], [-0.39, 0.61, -0.44], [0.10, -0.17, -0.08], [0.75, -1.04, -1.52], [-0.65, -0.36, 0.22], [-0.08, -0.92, -0.69], [0.08, -0.33, 1.45], [-0.39, 0.32, -1.04], [-0.27, -2.24, 1.89], [1.26, -0.50, -0.85], [0.19, 1.43, 0.46], [-1.45, 1.08, -1.60], [-1.03, 0.25, -1.05], [-0.88, 0.13, 0.80], [0.84, -0.75, -0.93], [0.20, 0.11, -0.67], [0.60, -1.36, 0.50], [-1.38, 0.00, 1.26], [-0.56, 1.20, -0.50], [-0.23, 1.59, 0.39], [-0.82, 0.47, -0.83], [-0.21, -1.10, -0.98], [2.47, 0.71, 0.03], [0.20, 0.47, 0.99], [-0.74, -0.74, 0.95], [1.05, -0.31, 1.02], [0.93, 1.24, -0.61], [2.02, -0.52, 1.87], [-0.74, -0.02, -0.34], [-0.56, 1.57, -0.99], [0.93, -0.43, 0.40], [0.16, 0.94, 0.34], [-1.11, 1.05, 0.80], [0.01, 0.21, -0.02], [-0.38, -0.50, -0.26], [-1.69, 0.28, -0.02], [-0.45, -0.56, 0.61], [0.54, -1.58, 0.86], [-0.24, -0.28, 0.33], [0.41, 0.07, -0.35], [-0.42, 0.12, 0.08], [0.23, -0.07, -0.27], [0.57, 0.10, -0.33], [0.23, 0.05, 0.09], [0.94, 0.08, 0.36], [0.22, -0.27, 0.25], [0.56, 0.21, 0.26], [-0.01, -0.07, 0.01], [0.04, 0.08, -0.38], [0.05, -0.08, 0.20], [-0.49, -0.01, 0.39], [0.11, 0.48, -0.65], [0.13, 0.11, -0.13], [0.50, 0.07, -0.37], [-0.45, 0.49, 0.14], [0.91, 0.57, -0.60], [-0.30, -0.46, -0.04], [0.23, 0.12, 0.33], [0.01, -0.04, 0.77], [-0.18, 0.26, 0.42], [-0.50, 0.11, 0.15], [1.03, -0.37, -0.17], [0.15, 0.59, -0.50], [0.00, -0.09, 0.04], [-0.14, 0.17, -0.09], [-0.08, -0.34, -0.19], [0.14, 0.09, 0.16], [0.15, 0.41, -0.14], [-0.19, -0.46, 0.46], [0.39, -0.18, 0.00], [0.02, -0.01, -0.19], [0.69, 0.01, -0.58], [0.07, 0.43, 0.64], [0.52, -0.17, 0.33], [-0.53, -0.25, 0.16], [0.05, -0.34, -0.08], [-0.10, -0.14, 0.08], [-0.56, 0.31, -0.62], [0.29, 0.22, 0.70], [0.05, 0.44, 0.20], [0.07, -0.43, 0.13], [0.19, 0.44, 0.35], [-0.23, 0.18, 0.11], [-0.02, -0.65, 0.60], [0.27, 0.17, 0.16], [0.55, -0.64, 0.45], [0.00, -0.33, -0.65], [0.42, -0.42, 0.04], [0.00, -0.03, -0.59], [-0.21, -0.71, 0.26], [0.25, 0.92, -0.14], [0.07, -0.08, -0.37], [-0.18, -0.47, -0.17], [-0.33, 0.27, 0.01], [0.20, -0.41, -1.36], [0.16, -0.07, -0.32], [-0.04, -0.03, 0.23], [0.20, -0.25, -0.19], [0.21, -0.25, -0.34], [-0.53, 0.22, -0.64], [0.10, 0.36, -0.18], [-0.19, 0.06, 0.25], [0.18, -0.15, -0.22], [1.00, -0.15, -0.74], [0.15, 0.54, -0.58], [0.22, 0.24, 0.01], [-0.17, 0.19, 0.39], [-0.05, -0.44, 0.36], [-0.56, 0.45, 0.64], [0.11, -0.32, -0.09], [-0.38, -0.03, 0.83], [0.24, 0.62, 1.02], [-0.32, 0.05, -0.04], [0.17, 0.23, -0.02], [-0.03, -0.11, 0.30], [0.61, -0.95, -0.41], [0.30, 0.10, -0.16], [0.25, -0.20, -0.28], [0.17, 0.23, -0.16], [-0.11, 0.07, -0.59], [0.22, -0.23, 0.60], [-0.06, 0.09, 0.18], [0.70, -0.29, 0.38], [-0.10, 0.20, -0.38], [0.25, 0.30, -0.27], [0.14, 0.14, 0.09], [-0.06, 0.34, -0.39]], "lowdin_charge": [-0.201, -0.183, -0.251, -0.062, -0.184, -0.186, -0.054, -0.205, -0.054, -0.058, -0.054, -0.203, -0.037, 0.028, 0.058, 0.070, 0.028, 0.057, 0.010, 0.037, -0.182, -0.141, -0.173, -0.433, -0.126, -0.055, -0.060, -0.401, -0.176, -0.236, -0.050, -0.398, -0.049, -0.090, -0.108, -0.113, -0.382, -0.402, -0.038, -0.420, -0.050, -0.058, -0.069, -0.098, -0.216, -0.361, -0.162, -0.107, 0.107, 0.123, 0.100, 0.083, 0.090, 0.031, 0.049, 0.065, -0.020, 0.091, 0.140, 0.062, 0.099, 0.124, 0.087, 0.077, 0.127, 0.065, 0.049, 0.130, 0.073, -0.018, 0.061, -0.026, 0.072, 0.069, 0.086, -0.017, 0.066, 0.043, 0.074, 0.062, 0.076, 0.116, 0.088, 0.126, 0.108, 0.109, 0.085, 0.092, 0.072, 0.051, 0.061, 0.109, 0.074, 0.067, 0.101, 0.124, -0.027, 0.116, 0.117, 0.131, 0.080, 0.098, 0.083, 0.066, -0.018, 0.101, 0.067, 0.084, 0.086, 0.075, 0.002, 0.047, 0.076, 0.077, 0.126, 0.052, 0.066, 0.060, 0.061, 0.057, 0.091, 0.120, 0.040, 0.076, 0.059, 0.086, 0.088, 0.120, 0.063, 0.055, 0.059, 0.077, -0.019, 0.073, 0.051, 0.053, 0.132], "energy_ha": -2481.4209, "relative_energy_kcal_mol": 29.86, "homo_energy_ev": -8.56, "mol_weight_da": 732.1, "multiplicity": 1, "e_lumo_ha": 0.015}

No. 2
{"formula": "C28H9F15GeMoN2O4S3", "method": "ωB97M-V with the def2-TZVPD basis set", "elements": ["Mo", "Ge", "S", "S", "S", "F", "F", "F", "F", "F", "F", "F", "F", "F", "F", "F", "F", "F", "F", "F", "O", "O", "O", "O", "N", "N", "C", "C", "C", "C", "C", "C", "C", "C", "C", "C", "C", "C", "C", "C", "C", "C", "C", "C", "C", "C", "C", "C", "C", "C", "C", "C", "C", "C", "H", "H", "H", "H", "H", "H", "H", "H", "H"], "positions_angstrom": [[1.333, 1.798, -0.047], [-2.501, 0.604, -0.589], [-0.284, 1.544, -1.422], [3.800, 0.655, 0.406], [2.200, 3.921, -0.274], [-2.446, -0.226, 2.418], [-2.787, 3.583, -0.312], [-3.259, 5.117, 1.887], [-3.464, 0.451, -5.700], [-3.284, 3.956, 4.325], [0.008, -0.805, 0.643], [-2.001, -0.094, -3.473], [-3.407, -4.460, -1.463], [-1.083, -5.258, -0.305], [-5.164, 2.186, -0.845], [-5.755, 1.874, -5.471], [-6.607, 2.746, -3.060], [0.617, -3.428, 0.746], [-4.028, -1.844, -1.551], [-2.890, 1.299, 4.601], [0.481, 1.997, 1.548], [0.446, 2.063, 3.815], [4.808, 1.616, 0.669], [2.925, 1.064, -0.870], [-0.258, 5.149, 0.463], [2.485, 0.722, 1.299], [-0.864, -1.707, 0.135], [-5.477, 2.073, -3.161], [-3.093, 3.219, 3.260], [-0.525, -3.042, 0.189], [-2.893, 1.849, 3.401], [-3.134, 0.619, -3.379], [2.352, 0.992, 2.712], [-2.580, -3.574, -0.948], [-2.664, 1.649, 0.999], [1.026, 1.722, 2.859], [6.025, -4.836, -0.240], [3.547, -2.023, 0.292], [5.449, -3.466, -0.098], [6.285, -2.346, -0.166], [-3.532, 1.072, -2.126], [-2.878, -2.219, -0.988], [-2.669, 1.085, 2.272], [5.785, -1.072, -0.009], [-2.851, 3.024, 0.893], [-5.043, 1.619, -4.402], [4.079, -3.283, 0.132], [-4.718, 1.793, -2.038], [-1.393, -3.986, -0.353], [4.411, -0.926, 0.220], [-2.033, -1.257, -0.442], [-3.072, 3.820, 2.001], [0.729, 4.650, 0.147], [-3.864, 0.884, -4.519], [6.528, -5.119, 0.688], [5.257, -5.579, -0.446], [2.494, -1.888, 0.491], [3.431, -4.147, 0.194], [7.344, -2.481, -0.340], [6.431, -0.207, -0.053], [3.147, 1.640, 3.097], [6.771, -4.865, -1.033], [2.307, 0.084, 3.318]], "forces_ev_per_angstrom": [[0.23, 0.29, 0.22], [-0.15, 0.02, 0.11], [0.16, -0.11, 0.01], [0.22, -0.06, -0.15], [-0.03, -0.05, -0.17], [-0.02, 0.05, 0.00], [-0.06, 0.11, -0.16], [0.01, 0.07, -0.02], [0.01, -0.01, -0.03], [-0.02, 0.05, 0.05], [0.13, 0.00, 0.20], [-0.02, 0.00, -0.03], [0.03, 0.02, 0.02], [0.03, -0.10, 0.01], [0.02, 0.04, -0.04], [-0.03, 0.01, -0.06], [0.01, 0.00, -0.01], [0.14, -0.04, 0.06], [0.15, -0.05, 0.06], [0.00, 0.00, 0.01], [-0.01, -0.05, 0.10], [0.08, -0.09, -0.17], [0.07, -0.03, 0.00], [0.04, -0.06, 0.05], [-0.17, -0.03, 0.04], [-0.46, -0.05, -0.25], [0.08, -0.13, -0.03], [0.07, -0.04, 0.05], [0.02, -0.05, -0.15], [-0.20, 0.09, -0.07], [0.08, 0.00, -0.10], [-0.08, 0.06, -0.02], [-0.05, -0.02, 0.17], [0.02, 0.10, 0.02], [0.05, -0.12, -0.03], [-0.08, 0.05, 0.13], [0.01, -0.04, -0.01], [0.06, -0.03, -0.01], [-0.04, 0.04, 0.01], [-0.03, 0.05, 0.00], [0.04, -0.01, 0.06], [-0.08, -0.04, 0.03], [0.01, 0.00, 0.02], [0.01, 0.02, 0.00], [0.05, 0.01, 0.20], [0.08, -0.03, 0.11], [-0.02, 0.04, 0.01], [-0.02, -0.05, -0.03], [-0.06, 0.23, -0.02], [-0.09, 0.11, 0.01], [-0.26, -0.01, -0.26], [0.02, -0.19, 0.01], [0.12, 0.06, -0.01], [0.01, 0.01, 0.11], [0.00, -0.01, 0.01], [0.00, 0.00, 0.00], [-0.06, 0.00, 0.00], [-0.01, 0.00, 0.00], [0.02, 0.00, 0.00], [0.01, 0.01, 0.00], [-0.04, -0.03, -0.01], [0.01, 0.00, -0.01], [0.00, 0.03, -0.03]], "lowdin_charge": [1.252, 1.077, 0.486, 0.749, 0.758, 0.113, 0.095, 0.170, 0.168, 0.198, 0.015, 0.072, 0.180, 0.191, 0.124, 0.195, 0.174, 0.137, 0.127, 0.167, -0.296, 0.249, -0.206, -0.482, 0.180, -0.334, -0.223, -0.122, -0.102, -0.123, -0.139, -0.233, -0.086, -0.119, -0.169, -0.406, -0.014, -0.033, -0.210, 0.011, -0.168, -0.198, -0.217, -0.011, -0.255, -0.104, 0.006, -0.207, -0.108, -0.312, -0.144, -0.136, -0.712, -0.126, 0.109, 0.090, 0.093, 0.127, 0.138, 0.130, 0.158, 0.099, 0.157], "energy_ha": -6319.8532, "relative_energy_kcal_mol": 0.00, "homo_energy_ev": -14.68, "mol_weight_da": 987.1, "multiplicity": 1, "e_lumo_ha": -0.344, "charge": 2}